(1)
Density functional theory data (ωB97M-V/def2-TZVPD) for a cluster of 2 separate species, C4H8N2S in total at a distorted geometry.

Multiplicity: 1
HOMO-LUMO gap: 8.6 eV
Energy relative to the best compared isomer or geometry (same formula, charge and spin): 161.9 kcal/mol
Net charge: 0

The geometry in XYZ format:
```
15
Properties=species:S:1:pos:R:3:forces:R:3:lowdin_charge:R:1
C 1.325 -1.358 0.474 -0.656 1.502 2.603 -0.2987
C -0.058 -0.620 0.696 0.806 0.178 1.022 -0.2568
C -1.266 -1.186 0.001 0.118 -2.657 -0.847 -0.1005
C -0.819 1.060 -1.195 0.446 0.389 -0.471 -0.6160
H 2.965 -2.437 1.486 -5.250 -0.838 0.797 0.2214
H 0.892 -2.247 2.498 2.901 -0.889 -3.792 0.1334
H 2.126 -0.543 0.733 -1.422 -1.534 -0.872 0.1142
H 1.350 -1.649 -0.593 0.267 -0.145 0.700 0.1053
H -0.255 -0.014 1.648 0.537 -0.839 -1.491 0.1607
H -2.222 -0.871 0.252 -1.811 -0.161 1.126 0.0989
H -1.144 -2.112 -0.566 -0.377 -0.236 0.535 0.1239
H -1.368 1.029 -2.368 1.430 -0.341 3.886 0.1440
N 1.447 -2.575 1.442 2.843 2.779 1.485 -0.1094
N -0.564 -0.157 -0.535 1.111 5.041 -3.547 -0.2137
S -0.226 2.538 -0.581 -0.943 -2.248 -1.133 0.4931
```
Positions in Å, forces in eV/Å.


(2)
Density functional theory data (ωB97M-V/def2-TZVPD) for a structure of composition C48H46BrCeF4N7O3P2 at a distorted geometry.

Multiplicity: 1
HOMO-LUMO gap (alpha / beta): 5.8 / 5.8 eV
Energy relative to the best compared isomer or geometry (same formula, charge and spin): 20.1 kcal/mol
Net charge: +2

The geometry in XYZ format:
```
112
Properties=species:S:1:pos:R:3:forces:R:3:lowdin_charge:R:1
Ce 0.015 -0.034 0.172 -0.195 -0.028 1.928 1.0324
O 3.397 -1.721 -0.971 -0.389 0.427 0.983 0.0829
C 2.682 -1.366 -0.034 0.912 -2.120 -0.305 -0.4895
N 2.294 -0.139 0.337 -1.163 1.251 -0.409 -0.0164
C 2.872 0.987 -0.299 0.110 1.014 -0.060 -0.2056
C 4.228 1.036 -0.611 -0.056 -0.150 -0.051 0.0087
C 4.772 2.155 -1.214 0.018 -0.153 0.101 -0.0467
C 3.975 3.249 -1.500 -0.168 0.082 -0.025 -0.0471
C 2.632 3.233 -1.172 -0.068 -0.075 0.050 0.0059
C 2.063 2.117 -0.569 0.980 -0.279 0.139 -0.2148
N 0.677 2.101 -0.236 0.917 -1.130 0.500 -0.0137
C -0.154 2.296 -1.264 -1.224 1.225 -1.861 -0.5367
O 0.113 2.378 -2.468 -0.148 0.048 0.979 0.0940
C -1.606 2.443 -0.855 -0.369 0.242 -0.336 -0.2062
C -2.352 3.420 -1.510 0.245 -0.181 0.007 0.0304
C -3.681 3.595 -1.175 0.082 -0.198 0.127 -0.0044
C -4.222 2.758 -0.208 0.203 -0.005 -0.094 -0.0161
C -3.417 1.785 0.360 -0.293 -0.339 0.333 -0.1184
N -2.123 1.611 0.064 0.656 0.365 -0.357 0.0412
C 2.133 -2.423 0.911 0.295 -0.406 -0.061 -0.2060
C 3.016 -3.364 1.435 -0.147 0.250 -0.245 0.0291
C 2.551 -4.279 2.363 -0.193 0.100 -0.088 -0.0073
C 1.200 -4.259 2.681 0.092 0.109 -0.171 -0.0130
C 0.387 -3.314 2.080 -0.424 -0.205 0.150 -0.1231
N 0.826 -2.379 1.230 0.598 0.439 -0.239 0.0225
H 4.842 0.175 -0.398 0.055 0.019 0.003 0.1233
H 5.824 2.167 -1.453 0.099 0.017 -0.032 0.1164
H 4.393 4.115 -1.988 0.062 0.120 0.002 0.1156
H 2.008 4.088 -1.384 -0.054 0.059 -0.031 0.1291
H -1.863 4.000 -2.277 -0.007 0.090 -0.023 0.1355
H -4.284 4.348 -1.662 -0.009 0.054 0.005 0.1278
H -5.257 2.849 0.086 -0.028 -0.073 0.080 0.1217
H -3.843 1.100 1.083 0.061 -0.015 0.014 0.0891
H 4.046 -3.345 1.112 0.037 -0.001 -0.013 0.1359
H 3.217 -4.997 2.818 0.050 -0.045 0.011 0.1273
H 0.780 -4.970 3.376 -0.079 -0.002 0.030 0.1217
H -0.674 -3.317 2.289 0.018 0.065 0.050 0.0730
F -4.346 -0.392 6.762 0.283 0.110 -0.292 0.1704
C -3.399 -0.015 5.918 0.123 0.105 -0.050 -0.1123
C -2.500 0.994 6.258 0.002 0.013 0.013 -0.1088
F -2.581 1.598 7.435 -0.044 -0.189 -0.329 0.1655
C -1.512 1.376 5.353 -0.045 -0.058 -0.127 -0.1949
F -0.724 2.386 5.708 -0.122 -0.137 0.198 0.1195
C -1.345 0.764 4.111 0.028 -0.180 -0.614 -0.2629
P 0.076 1.168 2.948 -0.108 0.554 1.798 1.1045
C 1.499 0.771 4.038 0.059 -0.299 -0.594 -0.3305
C 2.193 -0.387 3.698 -0.112 0.080 -0.058 -0.0965
C 3.298 -0.792 4.422 0.048 -0.121 0.075 -0.0572
C 3.719 -0.048 5.512 -0.029 -0.086 -0.109 -0.0483
C 3.041 1.113 5.850 -0.024 0.051 0.055 -0.0443
C 1.947 1.536 5.115 -0.036 0.036 0.014 -0.0767
C 0.037 2.981 3.011 -0.076 -0.008 -0.456 -0.3795
C 1.236 3.688 3.010 -0.103 -0.130 -0.111 -0.0926
C 1.217 5.069 3.078 0.044 0.121 -0.013 -0.0497
C 0.010 5.748 3.125 0.021 0.018 -0.002 -0.0527
C -1.185 5.046 3.084 -0.098 0.084 -0.023 -0.0578
C -1.175 3.665 3.015 0.096 -0.112 -0.052 -0.0973
C -2.279 -0.220 3.785 0.018 0.127 0.138 -0.4677
Br -2.271 -1.086 2.062 -0.234 -0.023 0.447 0.9832
C -3.290 -0.604 4.661 0.164 -0.079 -0.322 -0.2438
F -4.155 -1.540 4.289 -0.093 -0.008 0.165 0.0986
H 1.867 -0.948 2.831 0.123 -0.043 0.181 0.0541
H 3.831 -1.685 4.131 0.076 -0.103 -0.001 0.1044
H 4.577 -0.362 6.088 0.051 -0.009 0.029 0.1167
H 3.371 1.700 6.693 0.028 0.079 0.051 0.1179
H 1.471 2.465 5.380 -0.042 0.019 -0.001 0.1032
H 2.176 3.158 2.967 0.098 0.026 0.027 0.1139
H 2.148 5.615 3.112 0.068 0.050 -0.035 0.1160
H 0.000 6.826 3.192 -0.006 0.066 0.015 0.1149
H -2.125 5.575 3.123 -0.065 0.044 -0.021 0.1129
H -2.108 3.115 2.984 -0.081 0.020 0.056 0.1046
O -0.881 -1.232 -1.324 0.114 0.357 1.128 -0.4001
P -0.891 -1.641 -2.783 -0.602 -1.723 -4.578 0.6722
N -2.264 -1.160 -3.602 1.183 -0.258 1.043 -0.1571
C -3.598 -1.704 -3.318 -0.583 -0.572 -0.039 -0.1815
C -4.559 -0.511 -3.393 0.070 0.059 -0.061 -0.1486
C -3.782 0.511 -4.217 0.031 -0.106 0.168 -0.1443
C -2.365 0.299 -3.711 0.040 0.705 -0.313 -0.1963
N 0.327 -0.931 -3.616 -0.529 -0.144 1.193 -0.1723
C 1.542 -0.339 -3.060 0.294 -0.128 0.332 -0.1751
C 2.246 0.239 -4.281 -0.038 0.030 0.103 -0.1259
C 1.937 -0.808 -5.352 -0.076 0.042 0.180 -0.1350
C 0.489 -1.201 -5.047 -0.185 -0.110 -0.682 -0.1650
N -0.733 -3.282 -3.015 -0.023 1.460 0.663 -0.1816
C 0.519 -3.863 -2.540 0.602 -0.176 0.072 -0.1928
C 0.444 -5.285 -3.078 -0.074 0.040 0.102 -0.1472
C -1.023 -5.641 -2.830 0.099 0.055 -0.013 -0.1453
C -1.772 -4.310 -3.006 -0.745 -0.223 -0.180 -0.1768
H -3.644 -2.188 -2.339 -0.050 -0.027 -0.075 0.1082
H -3.844 -2.443 -4.086 -0.002 0.021 0.186 0.1200
H -4.747 -0.112 -2.395 -0.042 -0.001 0.043 0.1058
H -5.512 -0.781 -3.842 -0.018 -0.040 0.072 0.1202
H -4.127 1.532 -4.069 0.000 0.042 -0.047 0.1149
H -3.839 0.266 -5.277 0.025 0.053 -0.053 0.1254
H -2.236 0.785 -2.731 -0.063 -0.011 -0.151 0.0984
H -1.598 0.682 -4.381 -0.015 0.078 0.053 0.1153
H 2.182 -1.101 -2.600 -0.115 0.197 -0.029 0.1002
H 1.304 0.450 -2.336 0.075 -0.074 -0.129 0.0797
H 3.311 0.358 -4.099 0.020 0.075 -0.003 0.1242
H 1.812 1.207 -4.533 0.004 0.024 -0.017 0.1231
H 2.601 -1.666 -5.229 -0.034 0.011 -0.063 0.1200
H 2.041 -0.422 -6.364 0.036 -0.064 -0.001 0.1217
H 0.277 -2.250 -5.269 0.003 0.097 -0.038 0.1176
H -0.212 -0.579 -5.614 0.034 -0.113 -0.004 0.1166
H 0.578 -3.864 -1.441 0.007 -0.040 -0.039 0.1174
H 1.370 -3.301 -2.925 0.067 -0.007 0.009 0.1164
H 1.130 -5.960 -2.572 0.049 -0.004 -0.048 0.1196
H 0.664 -5.285 -4.146 0.059 0.003 0.011 0.1216
H -1.146 -6.006 -1.810 -0.035 -0.042 -0.040 0.1139
H -1.387 -6.402 -3.517 -0.037 -0.004 0.080 0.1186
H -2.492 -4.164 -2.194 0.007 -0.037 -0.085 0.1096
H -2.308 -4.272 -3.957 -0.041 -0.034 0.109 0.1187
```
Positions in Å, forces in eV/Å.


(3)
Density functional theory data (ωB97M-V/def2-TZVPD) for a structure of composition C5H11BaClNSeSm at a distorted geometry.

Multiplicity: 6
HOMO-LUMO gap (alpha / beta): 4.0 / 4.0 eV
Energy relative to the best compared isomer or geometry (same formula, charge and spin): 33.7 kcal/mol
Net charge: -2
⟨S²⟩: 8.77

The geometry in XYZ format:
```
21
Properties=species:S:1:pos:R:3:forces:R:3:lowdin_charge:R:1
Sm -1.933 -2.186 -0.558 0.835 0.085 0.656 0.8408
Cl -1.260 -0.366 -2.253 0.072 0.726 -0.683 -0.2644
C -4.037 -1.317 0.011 -1.114 -0.818 -0.731 -0.3930
C -1.179 -3.873 -1.876 -1.071 -1.233 -0.722 -0.3994
H -4.428 -2.358 0.098 -0.344 0.861 0.148 -0.0707
H -3.799 -0.793 0.911 -0.367 0.438 0.564 -0.0914
H -4.220 -0.790 -0.933 -0.393 0.008 0.516 -0.0738
H -1.979 -4.549 -1.494 0.668 -0.176 -0.653 -0.0605
H -0.191 -3.988 -1.479 0.557 -0.416 -0.132 -0.0635
H -1.337 -3.380 -2.841 0.206 -0.601 0.045 -0.0702
Ba -0.234 0.681 0.399 0.725 -0.257 0.614 1.3825
C 2.406 0.156 -0.330 -1.172 1.965 -0.303 -0.3742
C -0.445 -1.864 1.114 -0.827 0.160 0.006 -0.7218
H 2.640 -0.679 0.265 0.516 -0.898 0.589 -0.1413
H 2.379 0.087 -1.419 0.265 0.019 0.289 -0.1043
H 2.506 1.183 0.107 0.537 -0.828 -0.434 -0.1170
H 0.297 -2.679 1.139 -0.149 0.246 0.820 -0.1412
H -1.037 -1.482 2.006 0.886 -0.687 0.032 -0.1577
Se 1.368 4.821 0.601 0.308 0.625 0.624 0.3418
C 0.676 3.550 -0.420 -1.002 -1.555 -1.807 -1.1064
N 0.205 2.698 -1.091 0.865 2.336 0.562 -0.2144
```
Positions in Å, forces in eV/Å.